1.
Formula: C4H31NO11
Source: the OMol25 dataset
Level of theory: ωB97M-V/def2-TZVPD

The value obtained for the lowest unoccupied orbital energy is 0.0000 hartree. The HOMO energy is -0.3660 hartree. The SMILES is NCCCCO.O.O.O.O.O.O.O.O.O.O. For the energy relative to the best compared isomer or geometry (same formula, charge and spin), the calculation gives 231.7 kJ/mol. The total energy is -28663.3026 eV.

Structure (XYZ):
```
47
Properties=species:S:1:pos:R:3:forces:R:3:lowdin_charge:R:1
C -3.374471 0.937816 -0.131186 -1.58 -0.38 0.06 -0.234
O -3.441433 -0.029896 0.936098 0.47 0.94 0.02 -0.108
C -2.157212 1.852781 -0.152714 -0.19 -0.63 -1.70 -0.203
C -1.572246 2.116197 -1.549818 0.41 -1.15 -1.16 -0.169
C -1.064378 0.815415 -2.289125 -0.84 -0.07 2.02 -0.200
N -0.632603 -0.146093 -1.251661 -0.75 0.04 -0.54 -0.019
H -3.529696 0.363873 -1.046782 0.36 0.21 -0.31 0.111
H -4.295277 1.531037 -0.004459 0.30 -0.08 -0.14 0.122
H -2.535296 -0.376704 1.060546 -0.76 -0.45 -0.04 0.017
H -2.442540 2.842800 0.188102 0.42 -0.04 0.92 0.116
H -1.365849 1.292502 0.333603 0.04 0.84 0.77 0.079
H -2.280552 2.510175 -2.278515 -0.12 0.66 0.35 0.107
H -0.741174 2.801209 -1.397131 0.03 0.24 -0.30 0.103
H -0.318595 0.988141 -3.066134 -0.06 0.29 0.06 0.097
H -1.951673 0.340852 -2.719001 0.22 0.12 -0.31 0.106
H 0.204637 0.094529 -0.746528 0.50 -0.14 -0.60 0.071
H -0.618101 -1.083385 -1.627243 0.60 -0.09 0.01 0.067
H 2.567665 2.254867 0.828937 -0.07 -0.32 0.50 -0.008
H 2.951986 3.347468 -0.088410 0.26 0.32 0.06 0.038
O 3.078621 3.069186 0.826596 -0.24 -0.01 -0.48 -0.050
H 2.567460 -0.038752 -0.569093 0.58 -0.82 0.72 0.027
H 2.231595 -1.597839 -0.911717 0.49 -0.15 1.08 0.043
O 2.251118 -0.695033 -1.201428 -0.74 0.44 -1.33 -0.055
H 1.729433 -0.158186 3.003833 -0.66 -0.08 0.23 0.021
H 0.857580 1.185425 3.152535 -0.22 -0.53 0.35 0.036
O 1.626780 0.766693 2.764313 0.50 0.67 -0.57 -0.047
H -1.120763 -0.877137 0.231562 -0.08 -0.66 -0.49 0.012
H -0.726955 -0.782824 1.636191 0.05 -0.36 0.62 0.054
O -1.113572 -1.449278 1.045166 0.01 1.92 0.21 -0.086
H -1.643564 2.064750 2.518307 0.47 0.83 0.02 0.027
H -2.688728 1.035918 2.303030 0.57 -0.53 0.44 0.041
O -1.800846 1.152162 2.724191 -0.79 -0.32 0.07 -0.063
H -0.965201 -3.286440 1.384030 0.59 -0.30 -0.33 0.046
H -0.378900 -3.594139 0.015505 0.22 -0.08 0.20 0.002
O -0.207559 -3.737238 0.962815 -0.42 -0.59 0.17 -0.096
H 3.859872 0.717053 1.644968 -0.32 0.16 0.51 0.035
H 2.901295 -0.524249 1.360533 0.06 0.00 0.63 -0.018
O 3.648695 -0.000309 1.054043 0.44 -0.25 -1.22 -0.060
H 3.211108 0.987907 -2.667822 -0.01 -0.29 0.08 0.025
H 1.836155 0.317132 -2.824039 0.35 -0.22 0.31 -0.018
O 2.430475 0.955590 -3.222707 -0.22 0.83 -0.78 -0.071
H 0.770803 -3.122262 -2.084632 0.61 -0.25 -0.52 0.045
H -0.354318 -4.220344 -2.268259 0.39 -0.04 -0.26 0.071
O -0.099144 -3.404512 -1.833074 -1.03 0.34 0.55 -0.019
H 1.910470 -2.675184 2.644941 0.05 -0.29 0.01 0.061
H 0.991424 -2.441616 1.423399 0.27 -0.26 0.33 0.012
O 1.793475 -2.100051 1.888247 -0.19 0.53 -0.25 -0.065
```
Forces are in eV/Å.

2.
Formula: C9H17NO2
Source: the OMol25 dataset
Level of theory: ωB97M-V/def2-TZVPD

The value obtained for the lowest unoccupied orbital energy is 0.0325 hartree. The HOMO energy is -0.3169 hartree. The SMILES is C[C@H]1OCC2(CCN(C)CC2)O1. For the energy relative to the best compared isomer or geometry (same formula, charge and spin), the calculation gives 245.8 kJ/mol. The total energy is -15191.6450 eV.

Structure (XYZ):
```
29
Properties=species:S:1:pos:R:3:forces:R:3:lowdin_charge:R:1
C -3.742653 -0.402214 -0.521005 0.05 0.00 1.71 -0.011
C -2.445282 0.450413 -0.364946 -2.59 -0.71 0.33 -0.482
C -0.963014 -0.238785 1.240640 2.02 3.11 0.55 -0.148
C -0.262518 -0.136036 -0.136099 0.70 0.55 0.21 -0.403
C 0.467643 1.225221 -0.371797 -1.07 0.27 1.37 -0.061
C 1.862967 1.268056 0.317696 1.01 2.45 1.48 -0.219
C 3.414302 -0.121665 -0.867361 1.26 1.92 -1.08 -0.122
C 1.820868 -1.077734 0.702659 0.95 -1.87 1.83 -0.183
C 0.695780 -1.309499 -0.266777 0.33 1.11 -2.67 -0.123
H -4.174657 -0.251340 -1.550027 0.16 -0.34 1.26 0.086
H -3.480887 -1.503471 -0.280451 -0.48 1.74 -0.67 0.105
H -4.388177 -0.024651 0.372423 0.51 -0.66 -1.98 0.107
H -2.665666 1.457416 -0.762316 0.44 0.00 0.27 0.156
H -1.151414 -1.188352 1.647195 -0.48 -1.84 -0.10 0.115
H -0.458009 0.310900 2.100896 -0.08 -0.56 -1.19 0.155
H -0.213184 2.030972 0.146304 1.35 -1.15 -1.45 0.157
H 0.540205 1.328492 -1.473980 -0.11 0.29 0.67 0.127
H 2.541613 2.092535 -0.101998 -1.20 -1.01 0.20 0.131
H 1.835393 1.586682 1.423995 -0.79 -0.37 -1.44 0.135
H 4.173828 0.753358 -1.049847 -1.76 -1.06 0.37 0.115
H 4.138221 -0.911250 -0.764276 -0.28 -0.96 -0.06 0.070
H 2.756878 -0.200579 -1.770421 0.77 -0.20 0.38 0.087
H 2.453863 -2.060994 0.866224 -0.93 2.02 -0.64 0.154
H 1.309242 -0.964233 1.726216 1.17 0.37 -1.22 0.131
H 0.051272 -2.073620 -0.004971 -0.69 -2.38 0.58 0.091
H 1.074692 -1.524672 -1.325166 -0.60 0.53 1.31 0.145
N 2.667332 0.081709 0.344650 -0.39 -1.36 0.31 -0.238
O -2.068392 0.527664 0.981939 -2.32 1.25 0.91 -0.069
O -1.444495 -0.199627 -0.983240 3.02 -1.12 -1.23 -0.009
```
Forces are in eV/Å.

3.
Formula: C3H8N2OS
Source: the OMol25 dataset
Level of theory: ωB97M-V/def2-TZVPD

The value obtained for the lowest unoccupied orbital energy is 0.0197 hartree. The HOMO energy is -0.3317 hartree. The SMILES is NC(=O)NCCS. For the energy relative to the best compared isomer or geometry (same formula, charge and spin), the calculation gives 204.7 kJ/mol. The total energy is -19102.3800 eV.

Structure (XYZ):
```
15
Properties=species:S:1:pos:R:3:forces:R:3:lowdin_charge:R:1
C 0.620081 -0.994379 -0.526651 -0.49 -0.42 2.06 -0.279
C -0.852904 -0.594067 -0.380037 0.48 1.00 0.08 -0.571
S -1.574012 -0.217906 -2.064671 -1.63 1.41 1.10 0.609
N 1.203321 -0.787817 0.838592 0.48 1.58 2.08 0.002
C 1.106116 0.623959 1.271527 -2.52 -2.82 -2.78 -0.536
N 0.499078 0.689068 2.552449 2.02 4.95 -1.26 0.117
O 1.188653 1.490061 0.385676 0.54 -0.70 3.12 0.021
H 1.107489 -0.234802 -1.054555 0.97 0.46 -1.53 0.071
H 0.738029 -2.051936 -0.874282 0.22 1.13 0.20 0.132
H -1.157216 -1.467882 0.241599 -1.41 0.98 -0.58 0.083
H -0.844891 0.424187 0.146998 -0.40 -1.84 -0.57 0.072
H -2.487622 0.959468 -1.789250 1.90 -2.42 -0.17 -0.061
H 0.964563 -1.341067 1.688718 0.04 -0.13 -1.67 0.116
H 0.328425 1.744362 2.746375 0.05 -2.82 0.08 0.148
H -0.130355 0.011853 2.917401 -0.26 -0.35 -0.14 0.075
```
Forces are in eV/Å.

4.
Formula: CH3F3NS
Source: the OMol25 dataset
Level of theory: ωB97M-V/def2-TZVPD

The value obtained for the lowest unoccupied orbital energy (spin up / spin down) is -0.2368 / -0.2368 hartree. The HOMO energy (spin up / spin down) is -0.6044 / -0.6044 hartree. For the energy relative to the best compared isomer or geometry (same formula, charge and spin), the calculation gives 208.0 kJ/mol. The charge is +1. The total energy is -21550.5352 eV.

Structure (XYZ):
```
9
Properties=species:S:1:pos:R:3:forces:R:3:lowdin_charge:R:1
C -0.997732 0.076629 0.070462 0.29 -0.39 3.55 -0.027
N 0.257766 -0.718903 -0.121400 0.55 0.01 -0.60 -0.290
F 1.371837 0.884184 -1.412485 0.97 -0.30 1.57 -0.189
F 1.644250 1.201868 0.885518 0.14 0.27 -0.15 -0.171
F -0.049534 -2.082464 0.231922 1.80 2.64 -0.14 0.017
S 1.803272 0.062081 -0.124042 -4.01 -1.83 -1.25 1.313
H -1.066988 1.056450 -0.419696 0.81 -0.20 0.45 0.108
H -1.200863 0.019770 1.251118 0.33 0.81 -2.67 0.161
H -1.762012 -0.499617 -0.361400 -0.88 -0.99 -0.75 0.077
```
Forces are in eV/Å.

5.
Formula: CH14O6
Source: the OMol25 dataset
Level of theory: ωB97M-V/def2-TZVPD

The value obtained for the lowest unoccupied orbital energy is 0.0165 hartree. The HOMO energy is -0.3304 hartree. For the energy relative to the best compared isomer or geometry (same formula, charge and spin), the calculation gives 366.6 kJ/mol. The total energy is -13545.8614 eV.

Structure (XYZ):
```
21
Properties=species:S:1:pos:R:3:forces:R:3:lowdin_charge:R:1
C -1.644456 0.508379 -1.090111 1.08 1.48 0.02 -0.123
O -0.319051 0.006165 -1.236484 0.17 -0.72 -0.28 -0.162
H -1.962329 1.078031 -1.978638 -0.22 -0.77 -0.03 0.088
H -2.273375 -0.313917 -0.788290 -0.35 -0.05 -0.16 0.084
H -1.600704 1.284538 -0.324675 -0.42 -0.17 0.43 0.074
H 0.314413 0.738001 -1.360191 -0.40 0.12 -0.03 0.046
H 1.661770 2.032310 2.103669 -0.63 0.14 -0.15 0.067
H 0.338035 1.337374 1.740769 -0.15 0.25 0.52 0.002
O 0.782044 2.207547 1.719823 0.81 -0.29 -0.34 -0.071
H -0.543491 -0.686664 1.716391 0.24 -0.48 0.10 0.024
H -1.363490 -0.310405 2.940859 -0.17 0.06 0.17 0.056
O -0.566165 -0.074916 2.466968 0.08 -0.06 -0.47 -0.048
H 0.653820 -3.466378 0.626849 -0.21 0.18 0.23 0.037
H 0.479375 -2.222426 -0.232176 0.33 0.96 3.09 -0.252
O 0.238871 -2.601875 0.620926 -2.16 -0.08 10.74 -0.104
H 1.002693 2.322161 -0.187212 -0.19 0.32 0.42 0.007
H 1.921008 2.600566 -1.356200 0.29 0.12 -0.25 0.050
O 0.996057 2.475163 -1.148640 -0.07 -0.37 0.02 -0.052
H 1.408380 -2.299836 -1.511137 0.33 0.04 -0.98 0.117
H -0.081525 -1.968259 -1.491902 -0.22 0.36 -1.08 0.093
O 0.558116 -2.645569 -1.230588 1.88 -1.04 -11.97 0.067
```
Forces are in eV/Å.

6.
Formula: C16H7F3N5O4
Source: the OMol25 dataset
Level of theory: ωB97M-V/def2-TZVPD

The value obtained for the lowest unoccupied orbital energy is 0.0851 hartree. The HOMO energy is -0.1737 hartree. The SMILES is N#CC1=CC(=[N+]([O-])[O-])[C@@H]([C@@H](C#N)c2ccc(C(F)(F)F)cc2)c2c1no[n+]2[O-]. The charge is -1. The total energy is -40493.1352 eV.

Structure (XYZ):
```
35
Properties=species:S:1:pos:R:3:forces:R:3:lowdin_charge:R:1
F 2.702844 1.650739 0.640588 -0.04 -0.80 0.43 0.107
C 2.510933 0.486661 1.330996 0.41 0.26 0.09 -0.519
F 3.164031 -0.496213 0.640785 -0.29 0.72 0.61 0.109
F 3.153480 0.648333 2.535601 -0.28 -0.24 -1.06 0.113
C 1.056042 0.170794 1.530222 0.03 -0.05 -0.11 -0.140
C 0.649597 -1.152145 1.704597 -0.41 0.38 0.11 -0.003
C -0.697423 -1.421297 1.933917 -0.13 -0.80 -0.03 -0.020
C -1.673529 -0.419625 1.972323 0.94 1.00 0.09 -0.193
C -3.104444 -0.759689 2.234173 -0.71 0.00 1.41 -0.169
C -4.046006 0.313560 2.119525 -1.85 1.89 -0.98 -0.229
N -4.868746 1.141699 2.114460 1.49 -1.30 0.00 0.167
C -1.231878 0.909903 1.822962 0.77 -0.35 -0.18 0.008
C 0.132285 1.203550 1.584061 -1.25 -0.36 0.31 0.004
H 1.384533 -1.947122 1.659387 -0.15 0.00 0.05 0.120
H -1.009211 -2.466160 2.096593 0.17 0.53 -0.18 0.129
H -3.416345 -1.707762 1.703286 0.15 1.28 0.65 0.142
H -1.943979 1.723704 1.893223 0.00 -0.03 -0.08 0.108
H 0.435440 2.234403 1.448797 0.04 -0.09 0.03 0.118
N -6.738697 0.465398 8.095897 1.34 -0.83 -1.83 0.110
C -6.096241 0.080375 7.191712 -1.44 0.41 0.99 -0.209
C -5.296179 -0.363984 6.084508 -0.43 -0.24 -0.59 -0.194
C -5.670829 -1.256362 5.057759 0.20 0.84 0.79 0.056
C -4.777517 -1.719433 4.086135 -0.52 -0.98 -0.91 -0.144
N -5.184380 -2.827720 3.243669 -0.27 0.28 0.76 -0.330
O -6.321796 -3.330000 3.419302 1.61 0.55 -0.57 -0.010
O -4.358119 -3.273267 2.393639 -1.21 0.30 1.13 -0.036
C -3.403865 -1.181751 3.887715 1.81 -2.56 -2.24 -0.104
C -3.054007 -0.388443 5.063278 3.06 1.29 1.05 -0.053
N -1.762727 -0.108851 5.513422 -3.22 -0.32 -0.10 -0.157
O -0.648786 -0.294137 5.040876 -0.64 0.25 0.69 0.039
O -1.942312 0.467655 6.832935 0.83 0.19 -0.81 -0.017
N -3.292490 0.581599 7.177773 0.05 -1.70 -3.26 0.133
C -3.918920 0.019892 6.097939 0.56 0.64 2.25 -0.207
H -6.697901 -1.600159 5.028528 0.18 -0.23 0.01 0.126
H -2.627376 -1.980274 3.690736 -0.81 0.05 1.49 0.145
```
Forces are in eV/Å.